No. 1
The following is a quantum chemistry calculation of a molecular structure, C41H39MgN5O2S2Sb, from OMol25.

The value obtained for the energy above the lowest of the compared OMol25 structures with the same formula, charge and spin is 0.0 kcal per mole. The HOMO-LUMO gap comes out at 8.5 eV. As for the net charge: +1. The LUMO energy is -2.44 eV. Its HOMO energy is -10.912 eV. The value obtained for the energy is -88348.573 eV.

Atoms and positions in Å:
Mg 1.216 -0.674 -0.452
O 2.395 3.154 -1.171
C 2.153 1.949 -1.149
N 1.493 1.239 -0.226
C 0.900 1.931 0.897
C -0.236 1.081 1.424
C -1.283 1.616 2.162
C -2.284 0.779 2.621
C -2.218 -0.583 2.345
C -1.153 -1.045 1.603
N -0.184 -0.236 1.144
C 2.614 1.061 -2.303
C 3.078 1.627 -3.478
C 3.457 0.786 -4.513
C 3.376 -0.589 -4.335
C 2.905 -1.074 -3.131
N 2.523 -0.271 -2.131
H 0.559 2.936 0.631
H 1.617 2.058 1.718
H -1.304 2.680 2.368
H -3.116 1.183 3.188
H -2.987 -1.265 2.684
H -1.060 -2.094 1.344
H 3.125 2.706 -3.545
H 3.821 1.197 -5.448
H 3.677 -1.275 -5.115
H 2.825 -2.139 -2.950
C 6.152 -1.081 3.441
C 4.944 -0.437 4.118
C 4.095 0.398 3.164
N 3.532 -0.395 2.054
C 2.762 -1.458 2.070
S 2.583 -2.461 0.693
N 2.091 -1.834 3.217
C 1.384 -1.003 4.106
O 1.327 0.192 3.949
C 0.678 -1.717 5.204
C -0.332 -1.023 5.865
C -1.024 -1.626 6.902
C -0.706 -2.923 7.288
C 0.308 -3.615 6.640
C 1.000 -3.015 5.598
H 6.750 -1.636 4.166
H 6.797 -0.324 2.985
H 5.847 -1.785 2.661
H 5.269 0.231 4.919
H 4.326 -1.207 4.585
H 4.715 1.156 2.686
H 3.300 0.906 3.694
H 3.916 -0.213 1.140
H 1.762 -2.782 3.156
H -0.558 -0.012 5.549
H -1.810 -1.083 7.413
H -1.244 -3.394 8.102
H 0.566 -4.621 6.949
H 1.812 -3.556 5.124
S -0.505 -1.771 -1.880
Sb -1.795 -0.071 -2.707
C -1.198 1.912 -3.105
C -1.167 2.370 -4.419
C -0.859 3.701 -4.662
C -0.582 4.558 -3.603
C -0.622 4.095 -2.294
C -0.931 2.768 -2.039
C -2.501 -0.812 -4.544
C -3.845 -1.131 -4.713
C -4.274 -1.652 -5.927
C -3.368 -1.845 -6.961
C -2.025 -1.527 -6.787
C -1.586 -1.013 -5.576
C -3.432 0.162 -1.394
C -3.872 -0.966 -0.702
C -4.955 -0.863 0.161
C -5.586 0.363 0.339
C -5.145 1.485 -0.351
C -4.069 1.389 -1.226
H -1.398 1.708 -5.245
H -0.837 4.070 -5.680
H -0.325 5.590 -3.799
H -0.397 4.766 -1.474
H -0.959 2.403 -1.018
H -4.554 -0.973 -3.907
H -5.318 -1.908 -6.065
H -3.709 -2.247 -7.907
H -1.321 -1.687 -7.595
H -0.533 -0.788 -5.433
H -3.360 -1.913 -0.827
H -5.307 -1.738 0.694
H -6.430 0.442 1.013
H -5.643 2.438 -0.214
H -3.743 2.265 -1.773

---

No. 2
The following is a quantum chemistry calculation of 4 unconnected molecules or ions with the total composition CH10NO4, from OMol25.

The value obtained for the energy above the lowest of the compared OMol25 structures with the same formula, charge and spin is 34.4 kcal per mole. The HOMO-LUMO gap comes out at 8.3 eV. As for the net charge: -1. The LUMO energy is 4.09 eV. Its HOMO energy is -4.212 eV. The value obtained for the energy is -10879.398 eV.

Atoms and positions in Å:
N 0.972 1.990 0.231
C 0.340 0.764 -0.065
O 0.472 -0.442 0.771
H 1.555 2.130 -0.530
H 1.730 1.886 0.916
H 0.655 0.455 -1.117
H -0.801 1.019 -0.155
H -1.948 -2.222 -0.221
H -0.475 -1.257 0.128
O -1.223 -1.755 -0.557
H -2.314 -0.140 -2.880
H -2.042 -1.312 -2.017
O -2.655 -1.120 -2.806
H 1.430 0.311 2.138
H 2.318 -0.592 3.202
O 1.986 0.285 2.962

---

No. 3
The following is a quantum chemistry calculation of a gas-phase ion, C4H8N (charge +1), from OMol25.

The value obtained for the energy above the lowest of the compared OMol25 structures with the same formula, charge and spin is 35.4 kcal per mole. The SMILES is C=[NH+]/C=C/C. The HOMO-LUMO gap comes out at 8.3 eV. As for the net charge: +1. The LUMO energy is -6.28 eV. Its HOMO energy is -14.629 eV. The value obtained for the energy is -5758.328 eV.

Atoms and positions in Å:
C 0.413 2.319 -0.602
C 0.750 0.934 -0.228
C -0.139 -0.061 -0.288
N -0.022 -1.285 0.432
C -0.942 -2.141 0.698
H 0.483 3.005 0.262
H -0.591 2.380 -1.051
H 1.061 2.768 -1.355
H 1.798 0.799 0.078
H -1.192 0.093 -0.533
H 0.884 -1.088 0.897
H -0.769 -3.204 0.568
H -1.954 -1.763 0.576

---

No. 4
The following is a quantum chemistry calculation of 11 unconnected molecules or ions with the total composition C5H33N3O10, from OMol25.

The value obtained for the energy above the lowest of the compared OMol25 structures with the same formula, charge and spin is 0.0 kcal per mole. The SMILES is C[C@H](N)C/C(N)=C/N.O.O.O.O.O.O.O.O.O.O. The HOMO-LUMO gap comes out at 7.8 eV. As for the net charge: 0. The LUMO energy is 0.12 eV. Its HOMO energy is -7.693 eV. The value obtained for the energy is -30666.692 eV.

Atoms and positions in Å:
C 1.985 2.175 1.534
C 0.515 1.794 1.288
C 0.395 0.331 1.006
C -0.969 -0.245 0.614
C -1.786 -0.875 1.490
N -3.006 -1.431 1.015
N -1.232 -0.296 -0.764
N -0.376 2.162 2.377
H 2.196 3.233 1.724
H 2.630 1.862 0.698
H 2.351 1.680 2.419
H 0.179 2.323 0.346
H 0.948 -0.354 1.651
H 0.977 0.198 0.048
H -1.674 -1.014 2.554
H -3.040 -1.748 0.060
H -3.458 -2.009 1.703
H -0.499 0.118 -1.320
H -2.094 0.118 -1.119
H -0.122 3.020 2.866
H -0.354 1.368 3.021
H 2.989 -2.806 -0.961
H 4.017 -1.863 -1.475
O 3.737 -2.260 -0.644
H 1.181 2.261 -2.981
H 0.460 1.832 -4.187
O 1.377 1.827 -3.827
H 0.101 -1.154 3.706
H 0.657 -0.835 5.081
O 0.179 -0.440 4.347
H 3.079 -0.248 -3.815
H 1.949 0.014 -3.015
O 2.628 -0.695 -3.079
H -0.186 -3.125 1.398
H 1.209 -3.232 2.058
O 0.323 -2.882 2.194
H -0.175 -3.974 -0.905
H -1.099 -2.757 -0.623
O -0.759 -3.582 -0.245
H -1.848 2.407 -4.184
H -1.032 1.908 -2.939
O -1.368 1.660 -3.824
H -2.033 2.717 -0.757
H -1.048 3.806 -1.258
O -1.470 2.982 -1.530
H 1.002 -2.692 -1.522
H 1.834 -2.387 -2.749
O 1.618 -3.128 -2.137
H -2.972 1.669 0.906
H -2.010 2.639 1.523
O -2.770 2.618 0.878

---

No. 5
The following is a quantum chemistry calculation of C6H13IN2 in the gas phase, from OMol25.

The value obtained for the energy above the lowest of the compared OMol25 structures with the same formula, charge and spin is 0.0 kcal per mole. The SMILES is C/C(I)=C/CCCNN. The HOMO-LUMO gap comes out at 9.2 eV. As for the net charge: 0. The LUMO energy is 0.58 eV. Its HOMO energy is -8.639 eV. The value obtained for the energy is -17510.898 eV.

Atoms and positions in Å:
C -0.001 -0.296 -1.485
C 1.359 0.115 -1.013
C -0.603 -1.218 -0.555
C 1.371 0.483 0.477
C -1.829 -1.326 -0.069
C -2.204 -2.241 1.105
N 0.681 1.677 0.719
N 1.293 2.845 0.157
I -3.194 0.367 -0.051
H -0.678 0.484 -1.740
H 0.104 -0.927 -2.463
H 2.106 -0.637 -1.113
H 1.636 1.077 -1.492
H 0.060 -2.036 -0.389
H 0.480 1.848 1.732
H 0.920 -0.361 1.012
H 2.517 0.731 0.597
H -1.603 -3.199 1.255
H -3.282 -2.549 1.051
H -2.026 -1.491 1.931
H 0.733 3.603 -0.218
H 2.160 3.049 0.550

---

Q: Among the records above, which one has the highest energy?
A: C4H8N